{"formula": "C2H5OPS", "method": "the ωB97M-V functional and the def2-TZVPD basis", "symbols": ["C", "C", "O", "P", "S", "H", "H", "H", "H", "H"], "positions_angstrom": [[-0.930, 0.485, -0.519], [2.948, -0.641, 0.142], [2.597, 0.368, 0.648], [-2.453, -0.132, 0.241], [-0.267, 1.818, 0.208], [3.933, -0.648, -0.272], [2.408, -1.624, 0.223], [1.000, 1.738, -0.290], [-2.731, -1.008, -0.819], [-3.270, 0.875, -0.156]], "lumo_energy_ev": [0.72, -1.21], "homo_ev": [-6.95, -9.43], "spin_multiplicity": 3, "max_force_ha_per_bohr": 0.040, "homo_lumo_gap_ha": [0.28180, 0.30187]}



{"formula": "C2H5P", "method": "the ωB97M-V functional and the def2-TZVPD basis", "symbols": ["C", "C", "P", "H", "H", "H", "H", "H"], "positions_angstrom": [[0.170, -1.116, 0.156], [0.091, 0.923, 0.159], [-1.363, -0.063, -0.077], [0.804, -1.242, -0.594], [0.466, -1.075, 1.146], [0.299, 1.308, 1.218], [0.879, 1.177, -0.613], [-1.345, 0.087, -1.396]], "lumo_energy_ev": 1.07, "homo_ev": -8.65, "max_force_ha_per_bohr": 0.125, "homo_lumo_gap_ha": 0.35729}



{"formula": "C2H6", "method": "the ωB97M-V functional and the def2-TZVPD basis", "symbols": ["C", "C", "H", "H", "H", "H", "H", "H"], "positions_angstrom": [[0.795, -0.055, -0.034], [-0.722, -0.012, -0.021], [1.102, 0.876, 0.403], [1.288, -0.790, 0.664], [1.096, 0.021, -1.037], [-1.474, -0.997, -0.084], [-1.079, 0.563, -0.853], [-1.004, 0.394, 0.962]], "lumo_energy_ev": 1.30, "homo_ev": -11.07, "smiles": "CC", "max_force_ha_per_bohr": 0.072, "homo_lumo_gap_ha": 0.45480}



{"formula": "C2H6B2N3O4", "method": "the ωB97M-V functional and the def2-TZVPD basis", "symbols": ["O", "B", "O", "C", "N", "N", "C", "B", "O", "O", "N", "H", "H", "H", "H", "H", "H"], "positions_angstrom": [[-0.964, 3.586, 0.537], [-0.250, 2.466, 0.994], [0.733, 2.630, 1.962], [-0.652, 1.040, 0.343], [-1.755, 0.625, -0.235], [-1.610, -0.661, -0.659], [-0.340, -1.016, -0.323], [0.425, -2.424, -0.613], [0.503, -2.821, -1.961], [0.998, -3.176, 0.411], [0.329, -0.018, 0.317], [-0.468, 4.002, -0.192], [1.416, 1.947, 1.835], [-2.306, -1.240, -1.131], [0.724, -1.990, -2.433], [1.935, -2.910, 0.483], [1.284, -0.042, 0.666]], "lumo_energy_ev": -4.62, "homo_ev": -15.21, "smiles": "OB(O)c1n[nH]c(B(O)O)[nH+]1", "max_force_ha_per_bohr": 0.095, "charge": 1, "homo_lumo_gap_ha": 0.38925}



{"formula": "C2H6BClO2", "method": "the ωB97M-V functional and the def2-TZVPD basis", "symbols": ["O", "B", "O", "C", "C", "Cl", "H", "H", "H", "H", "H", "H"], "positions_angstrom": [[1.551, -1.021, -0.317], [0.979, 0.132, -0.167], [1.597, 1.103, 0.588], [-0.524, 0.469, -0.622], [-1.494, -0.310, 0.361], [-3.099, 0.354, 0.126], [2.414, -1.411, -0.056], [2.531, 0.822, 0.713], [-0.912, -0.041, -1.596], [-0.608, 1.516, -0.536], [-1.267, -1.435, 0.112], [-1.168, -0.178, 1.393]], "lumo_energy_ev": 0.11, "homo_ev": -10.22, "smiles": "OB(O)CCCl", "max_force_ha_per_bohr": 0.093, "homo_lumo_gap_ha": 0.37980}



{"formula": "C2H6Br2N", "method": "the ωB97M-V functional and the def2-TZVPD basis", "symbols": ["C", "C", "N", "Br", "Br", "H", "H", "H", "H", "H", "H"], "positions_angstrom": [[1.176, 0.131, 1.658], [-0.679, 1.452, -1.376], [-0.049, 0.158, 0.908], [0.647, -0.016, 3.526], [-2.447, 1.160, -1.409], [1.915, -0.558, 1.364], [1.706, 1.119, 1.630], [-0.116, 1.022, -2.194], [-0.213, 2.047, -0.746], [-0.887, 0.427, 1.529], [-0.120, -0.837, 0.567]], "lumo_energy_ev": [-4.12, -9.49], "homo_ev": [-11.95, -14.28], "spin_multiplicity": 3, "max_force_ha_per_bohr": 0.092, "charge": 1, "homo_lumo_gap_ha": [0.28778, 0.17619]}



Number 1: calculated total energy -24321.097 eV. Number 2: calculated total energy -11440.463 eV. Number 3: calculated total energy -2170.512 eV. Number 4: calculated total energy -16181.447 eV. Number 5: calculated total energy -19467.192 eV. Number 6: calculated total energy -143734.005 eV.